# C6H15NO

An isolated molecule of C6H15NO in a non-equilibrium geometry (ωB97M-V with the def2-TZVPD basis set, the OMol25 dataset).

Geometry (Å):
C  -0.051  -1.025  0.434
C  -0.870  -0.933  -0.927
C  0.177  -1.317  -2.017
O  -0.145  -2.568  -2.570
C  0.841  0.288  0.666
N  0.058  1.497  0.966
C  -0.790  1.238  2.187
C  0.807  2.784  1.143
H  -0.830  -1.210  1.206
H  0.689  -1.784  0.526
H  -1.760  -1.673  -0.850
H  -1.227  0.000  -1.091
H  1.160  -1.543  -1.582
H  0.294  -0.479  -2.750
H  -1.141  -2.617  -2.736
H  1.667  0.043  1.366
H  1.418  0.350  -0.328
H  -0.384  1.203  3.136
H  -1.502  1.939  2.407
H  -1.377  0.394  1.835
H  0.266  3.554  1.635
H  1.254  3.014  0.192
H  1.552  2.664  1.912

Orbital gap: 9.62 eV
LUMO level: 1.034 eV
Spin multiplicity: 1
Structure (SMILES): CN(C)CCCCO
Net charge: 0